Record 1
C10H11N4O2Pd | ωB97M-V with the def2-TZVPD basis set

XYZ file:
```
28
Properties=species:S:1:pos:R:3:forces:R:3
Pd 0.775 -1.850 -0.468 -0.1 -0.2 -0.1
N 2.794 -2.147 -0.216 0.0 0.2 0.1
N 3.014 -1.767 1.136 0.2 0.3 0.0
C 2.009 -2.154 2.055 -0.6 -0.2 -0.1
O 2.259 -2.203 3.226 0.0 0.0 0.0
O 0.841 -2.398 1.494 0.2 -0.4 0.3
H 3.005 -3.134 -0.361 0.0 -0.1 -0.1
H 3.405 -1.597 -0.810 0.0 0.0 -0.1
H 3.954 -1.898 1.487 0.0 -0.1 -0.1
N -1.305 -1.742 -0.405 0.3 0.3 0.4
C -1.779 -0.359 -0.437 -0.1 -0.1 -0.1
C -3.100 -0.041 -0.400 -0.2 0.0 0.0
C -3.511 1.313 -0.376 0.0 -0.1 0.0
C -2.586 2.315 -0.366 0.1 0.0 0.0
C -1.204 2.006 -0.410 -0.1 0.2 0.0
C -0.182 2.983 -0.381 -0.1 0.1 0.0
C 1.126 2.601 -0.413 0.1 0.0 0.0
C 1.429 1.231 -0.515 -0.2 0.1 -0.1
N 0.502 0.303 -0.570 0.4 0.5 -0.3
C -0.810 0.663 -0.477 0.2 -0.3 0.0
H -1.846 -2.319 -1.039 0.1 -0.1 -0.1
H -1.419 -2.125 0.535 -0.2 0.0 0.1
H -3.845 -0.828 -0.371 0.0 0.0 0.0
H -4.567 1.543 -0.344 0.0 0.0 0.0
H -2.893 3.352 -0.322 0.0 0.0 0.0
H -0.453 4.031 -0.324 0.0 0.0 0.0
H 1.929 3.324 -0.372 0.0 0.0 0.0
H 2.458 0.898 -0.559 0.0 0.0 0.0
```
Forces are in eV/Å.

Summary:
HOMO level (spin up / spin down) = -12.54 / -12.49 eV
charge = +1
E = -24077.12665 eV
orbital gap (spin up / spin down) = 7.7 / 7.7 eV



Record 2
C16H20N4 | ωB97M-V with the def2-TZVPD basis set

XYZ file:
```
40
Properties=species:S:1:pos:R:3:forces:R:3
C 12.186 15.564 17.309 -4.6 0.4 -3.7
C 12.555 16.024 15.988 0.4 1.5 -0.3
C 11.312 15.928 15.063 5.8 0.2 6.7
N 10.357 15.559 15.877 -6.8 -4.0 1.3
C 10.690 15.217 17.156 4.7 0.7 2.0
H 12.716 15.712 18.232 0.2 -0.4 0.0
H 13.700 16.665 15.879 -4.0 -2.3 -0.3
H 11.123 16.140 14.128 -0.5 1.2 -4.6
H 9.221 15.248 15.587 4.7 1.4 0.6
H 10.137 14.680 17.988 0.1 1.0 -1.8
C 7.643 19.553 16.837 3.4 -1.5 -1.5
C 8.227 19.933 15.523 0.6 -0.8 0.2
C 9.295 18.984 15.239 -3.9 2.1 4.9
N 9.414 18.219 16.438 -1.1 2.4 -2.7
C 8.496 18.482 17.391 -1.8 0.8 0.3
H 6.708 19.978 17.093 -0.4 0.1 1.1
H 7.899 20.906 14.904 0.7 -2.8 1.4
H 9.925 18.892 14.438 1.6 -0.3 -1.6
H 10.109 17.558 16.500 1.7 -1.7 0.5
H 8.564 17.787 18.368 -0.6 2.1 -2.4
C 5.257 22.587 17.581 0.2 4.7 1.5
C 4.042 23.579 17.778 8.4 0.1 3.6
C 4.735 24.587 18.681 -2.2 -1.5 -1.2
N 6.059 24.301 18.817 -1.1 -2.2 -2.2
C 6.478 23.185 18.147 -2.4 -1.8 -1.2
H 5.203 21.697 17.043 0.0 -1.2 -0.9
H 3.051 23.366 17.522 -1.2 0.2 -0.1
H 4.384 25.404 19.343 -0.2 -0.6 -1.0
H 6.797 24.697 19.285 1.0 2.2 1.7
H 7.618 22.961 18.151 -2.5 0.0 -0.1
C 12.796 22.469 18.503 -4.8 -4.8 -0.5
C 12.902 21.118 19.289 -3.8 0.3 -4.9
C 11.932 20.136 18.543 2.5 1.1 0.5
N 11.322 20.812 17.465 11.3 6.8 8.3
C 11.596 22.166 17.403 5.4 -1.9 5.5
H 12.978 23.454 18.971 0.1 -0.7 -0.8
H 13.430 20.870 20.222 -0.2 0.3 -0.9
H 11.818 18.928 18.515 0.4 3.4 0.4
H 10.665 20.451 17.080 -10.2 -5.6 -6.5
H 11.106 22.824 16.778 -0.8 1.1 -1.3
```
Forces are in eV/Å.

Summary:
ΔE to the lowest compared entry with this formula, charge and spin = 1122.72 kJ/mol
HOMO level = -7.61 eV
charge = 0
E = -22865.55012 eV
SMILES = c1cc[nH]c1.c1cc[nH]c1.c1cc[nH]c1.c1cc[nH]c1
orbital gap = 8.0 eV